A cluster of 10 separate species, C34H95N7O13 in total at a distorted geometry. Source: the Open Molecules 2025 dataset; level of theory: the ωB97M-V functional and the def2-TZVPD basis.

Properties
Net charge = 0
HOMO-LUMO gap = 0.350 hartree
Structure (SMILES) = COC[C@H](C)N.COC[C@H](C)N.COC[C@H](C)N.COC[C@H](C)N.COC[C@H](C)N.COC[C@H](C)N.COC[C@H](C)N.OCCO.OCCO.OCCO

The geometry in XYZ format:
```
149
C34H95N7O13 | the Open Molecules 2025 dataset | the ωB97M-V functional and the def2-TZVPD basis
C -2.674 1.999 -2.999
C -3.532 1.598 -4.179
O -4.815 1.357 -3.645
O -2.822 3.399 -2.720
H -1.679 1.871 -3.348
H -2.803 1.317 -2.169
H -3.132 0.663 -4.652
H -3.490 2.360 -4.930
H -5.555 1.393 -4.280
H -3.442 3.572 -2.017
C -1.870 -6.124 -1.096
C -2.851 -5.494 -0.229
O -2.400 -4.398 0.440
O -1.404 -5.189 -2.056
H -2.312 -6.997 -1.612
H -0.932 -6.498 -0.512
H -3.200 -6.180 0.570
H -3.609 -5.205 -0.959
H -2.030 -3.699 -0.136
H -0.576 -4.869 -1.714
C -3.561 -2.466 -2.082
C -2.602 -1.351 -1.674
O -1.472 -1.856 -0.928
O -3.102 -3.168 -3.212
H -4.534 -2.050 -2.364
H -3.816 -3.075 -1.190
H -3.148 -0.618 -1.066
H -2.212 -0.834 -2.578
H -0.761 -1.206 -0.921
H -2.540 -3.865 -2.840
C -4.833 -0.942 1.374
C -6.162 -0.687 2.039
C -6.561 -2.066 2.564
O -6.689 -2.994 1.544
C -6.313 -4.365 1.786
N -6.128 0.271 3.112
H -3.999 -0.734 1.990
H -4.701 -0.304 0.511
H -4.551 -1.943 0.989
H -6.867 -0.234 1.262
H -7.491 -1.934 3.129
H -5.746 -2.263 3.328
H -6.906 -4.863 2.483
H -5.230 -4.372 2.036
H -6.400 -4.819 0.766
H -5.678 -0.092 3.938
H -5.665 1.122 2.857
C 0.905 4.064 -2.387
C 0.370 4.284 -1.027
C 1.476 4.920 -0.147
O 2.201 3.856 0.352
C 3.413 4.223 0.889
N -0.743 5.257 -1.294
H 0.303 3.525 -3.127
H 1.730 3.375 -2.224
H 1.187 5.007 -2.793
H 0.212 3.336 -0.517
H 0.909 5.567 0.581
H 2.019 5.648 -0.758
H 4.213 4.763 0.246
H 3.851 3.307 1.268
H 3.323 4.845 1.731
H -1.087 5.627 -0.372
H -1.432 4.660 -1.761
C -2.766 2.259 1.065
C -4.192 2.870 0.934
C -4.329 4.409 1.218
O -4.156 4.581 2.608
C -4.153 5.946 3.033
N -4.446 2.767 -0.488
H -2.095 2.837 0.393
H -2.817 1.193 0.791
H -2.413 2.177 2.037
H -4.899 2.388 1.614
H -5.243 4.810 0.854
H -3.511 4.926 0.670
H -4.962 6.630 2.610
H -3.111 6.342 2.782
H -4.340 5.900 4.083
H -4.537 1.752 -0.776
H -5.438 3.028 -0.661
C 9.262 -0.089 -1.083
C 8.438 1.074 -1.615
C 7.057 1.193 -0.937
O 6.109 2.124 -1.631
C 4.984 1.329 -2.145
N 9.167 2.297 -1.633
H 8.720 -1.058 -1.157
H 9.416 0.122 -0.019
H 10.240 -0.085 -1.548
H 8.270 0.858 -2.649
H 7.089 1.644 0.075
H 6.574 0.193 -0.931
H 5.321 0.644 -2.898
H 4.272 2.009 -2.588
H 4.497 0.849 -1.314
H 9.510 2.576 -0.691
H 8.609 3.038 -2.080
C 3.213 -0.212 7.632
C 3.466 0.593 6.364
C 3.800 -0.459 5.356
O 4.198 -0.025 4.012
C 5.466 0.594 4.051
N 2.349 1.524 6.034
H 2.438 -0.946 7.439
H 3.016 0.399 8.526
H 4.148 -0.641 7.878
H 4.400 1.248 6.534
H 2.891 -1.102 5.226
H 4.608 -1.138 5.736
H 6.214 -0.092 4.484
H 5.449 1.565 4.592
H 5.783 0.691 3.031
H 1.486 1.022 6.152
H 2.436 1.669 5.042
C 1.877 -6.481 -3.180
C 1.689 -4.910 -3.195
C 0.597 -4.607 -4.179
O 0.688 -3.214 -4.538
C -0.274 -2.823 -5.470
N 1.234 -4.325 -1.968
H 0.941 -6.910 -2.857
H 2.720 -6.794 -2.540
H 1.976 -6.817 -4.189
H 2.620 -4.434 -3.480
H -0.391 -4.864 -3.775
H 0.746 -5.095 -5.170
H -1.282 -2.923 -5.156
H -0.058 -3.396 -6.347
H -0.107 -1.721 -5.554
H 1.909 -4.448 -1.174
H 1.076 -3.343 -2.086
C 1.385 1.037 2.164
C 0.669 0.146 1.126
C 1.580 -0.206 0.017
O 0.879 -0.924 -1.003
C 1.118 -0.267 -2.292
N 0.085 -0.995 1.807
H 1.790 1.893 1.609
H 2.129 0.467 2.682
H 0.664 1.513 2.923
H -0.262 0.506 0.739
H 2.391 -0.775 0.480
H 2.105 0.727 -0.311
H 0.591 -0.906 -2.993
H 2.218 -0.381 -2.517
H 0.722 0.763 -2.366
H 0.795 -1.473 2.313
H -0.366 -1.681 1.198
```

---

A cluster of 11 separate species, C34H97N11O13 in total at a distorted geometry. Source: the Open Molecules 2025 dataset; level of theory: the ωB97M-V functional and the def2-TZVPD basis.

Properties
Net charge = 0
HOMO-LUMO gap = 0.333 hartree
Structure (SMILES) = COC[C@H](C)N.COC[C@H](C)N.COC[C@H](C)N.COC[C@H](C)N.COC[C@H](C)N.COC[C@H](C)N.COC[C@H](C)N.NC(N)=O.NC(N)=O.OCCO.OCCO

The geometry in XYZ format:
```
155
C34H97N11O13 | the Open Molecules 2025 dataset | the ωB97M-V functional and the def2-TZVPD basis
C -3.002 4.081 2.783
O -2.933 4.963 1.883
N -1.918 3.472 3.392
N -4.200 3.626 3.261
H -2.022 2.621 3.879
H -1.036 3.700 2.938
H -5.037 4.135 3.041
H -4.145 3.099 4.112
C -2.727 0.924 -4.036
O -3.661 0.101 -3.895
N -1.990 1.039 -5.169
N -2.371 1.799 -3.060
H -1.170 1.459 -5.082
H -2.094 0.369 -5.905
H -2.966 1.774 -2.220
H -1.719 2.493 -3.197
C 3.518 -1.523 -1.782
C 4.754 -1.092 -2.528
O 5.951 -1.213 -1.825
O 3.836 -2.765 -1.161
H 2.628 -1.595 -2.448
H 3.258 -0.823 -0.958
H 4.708 -0.043 -2.718
H 4.801 -1.624 -3.502
H 6.072 -2.141 -1.733
H 4.137 -2.551 -0.260
C 0.000 -4.797 3.413
C -0.882 -3.638 3.848
O -0.281 -2.351 3.371
O 1.118 -4.731 4.267
H 0.279 -4.738 2.358
H -0.639 -5.681 3.532
H -1.022 -3.644 4.945
H -1.898 -3.647 3.382
H 0.620 -2.253 3.746
H 1.935 -5.096 3.891
C 1.008 1.439 3.338
C 0.145 1.005 2.123
C 0.956 0.065 1.178
O 0.219 -0.178 0.041
C 0.456 0.749 -1.057
N -1.084 0.438 2.554
H 1.460 0.569 3.824
H 0.566 2.098 4.053
H 1.825 2.027 2.852
H -0.051 1.817 1.378
H 1.102 -0.901 1.658
H 1.857 0.539 0.864
H 1.519 0.798 -1.379
H 0.171 1.770 -0.764
H -0.210 0.489 -1.880
H -1.553 0.141 1.726
H -0.913 -0.442 3.079
C 3.903 -4.960 1.355
C 4.237 -4.237 2.662
C 3.623 -2.839 2.682
O 4.440 -2.099 1.735
C 4.508 -0.685 1.929
N 3.867 -4.968 3.897
H 4.638 -4.671 0.524
H 2.864 -4.745 1.146
H 3.910 -6.045 1.590
H 5.340 -4.116 2.651
H 3.729 -2.441 3.679
H 2.586 -2.889 2.385
H 3.549 -0.270 1.610
H 5.263 -0.274 1.254
H 4.739 -0.414 2.960
H 4.234 -5.910 3.851
H 4.305 -4.440 4.632
C -5.879 1.955 0.071
C -4.442 1.394 0.443
C -4.222 -0.013 -0.018
O -2.987 -0.548 0.549
C -2.421 -1.638 -0.188
N -3.451 2.295 -0.185
H -6.607 1.470 0.759
H -6.199 1.642 -0.904
H -5.926 2.998 0.076
H -4.299 1.469 1.583
H -4.116 -0.017 -1.133
H -5.068 -0.659 0.170
H -3.000 -2.521 -0.259
H -1.509 -1.808 0.269
H -2.289 -1.283 -1.231
H -3.845 3.260 -0.319
H -2.611 2.406 0.366
C 2.038 3.699 -5.743
C 1.186 2.530 -5.380
C 1.973 1.217 -5.001
O 2.515 0.647 -6.200
C 3.188 -0.613 -5.951
N 0.340 2.918 -4.230
H 2.925 3.408 -6.346
H 2.582 4.134 -4.863
H 1.484 4.441 -6.185
H 0.599 2.195 -6.255
H 1.429 0.493 -4.350
H 2.846 1.603 -4.385
H 2.570 -1.456 -6.386
H 3.049 -0.814 -4.876
H 4.164 -0.643 -6.297
H 0.929 3.232 -3.446
H -0.075 3.794 -4.507
C -3.247 0.029 8.042
C -3.253 -0.555 6.646
C -2.940 0.483 5.571
O -3.981 1.457 5.312
C -4.975 0.932 4.358
N -2.343 -1.709 6.610
H -3.596 1.071 8.058
H -2.286 0.107 8.484
H -3.818 -0.527 8.777
H -4.223 -0.975 6.285
H -2.811 0.088 4.574
H -2.092 1.104 5.796
H -4.434 0.723 3.469
H -5.608 1.759 4.044
H -5.594 0.007 4.635
H -1.384 -1.391 6.742
H -2.290 -2.111 5.651
C -0.012 -4.168 -3.008
C 0.517 -4.229 -4.434
C -0.257 -3.290 -5.270
O -1.583 -3.799 -5.536
C -2.407 -2.852 -6.147
N 1.951 -3.834 -4.433
H -0.919 -4.760 -2.992
H -0.360 -3.201 -2.789
H 0.698 -4.368 -2.226
H 0.339 -5.269 -4.795
H 0.190 -3.187 -6.282
H -0.291 -2.248 -4.882
H -3.432 -3.189 -6.114
H -2.186 -2.796 -7.208
H -2.426 -1.835 -5.670
H 2.593 -4.243 -3.815
H 2.306 -3.746 -5.401
C -0.200 5.479 -1.147
C 0.353 4.785 0.168
C 1.763 4.275 0.010
O 1.988 3.694 -1.244
C 3.382 3.480 -1.320
N 0.321 5.582 1.303
H -0.154 4.737 -1.930
H 0.444 6.313 -1.408
H -1.228 5.758 -0.947
H -0.341 3.933 0.306
H 1.906 3.578 0.833
H 2.422 5.116 0.077
H 3.603 3.145 -2.371
H 3.690 2.728 -0.609
H 3.983 4.377 -1.023
H -0.616 5.762 1.645
H 0.857 6.470 1.267
```

---

no.,calculated total energy (Eh)
1,-2713.5382
2,-2933.9025